Entry 1:
{
  "formula": "C22H34N2O6P2W",
  "method": "ωB97M-V/def2-TZVPD",
  "lumo_ha": [-0.2882, -0.3249],
  "total_energy_ev": -59002.5439,
  "homo_ev": [-14.51, -14.51],
  "fmax_ev_per_a": 4.419,
  "charge": 2,
  "multiplicity": 3,
  "species": ["W", "P", "P", "O", "O", "O", "O", "O", "O", "N", "N", "C", "C", "C", "C", "C", "C", "C", "C", "C", "C", "C", "C", "C", "C", "C", "C", "C", "C", "C", "C", "C", "C", "H", "H", "H", "H", "H", "H", "H", "H", "H", "H", "H", "H", "H", "H", "H", "H", "H", "H", "H", "H", "H", "H", "H", "H", "H", "H", "H", "H", "H", "H", "H", "H", "H", "H"],
  "xyz": [[0.78723, -0.15447, -2.51836], [-0.03206, -2.07032, -5.71422], [0.22959, 1.60058, -4.89730], [2.56236, 1.72610, 7.25356], [-1.43357, 1.08068, 1.45213], [3.24378, 2.53098, 5.33174], [0.45675, 2.36776, 1.33700], [-2.99707, -0.69597, 5.64114], [-1.76393, -0.53524, 7.45072], [2.40358, 1.94898, 6.02314], [-1.97095, -0.31422, 6.23648], [-1.20720, 1.28411, -1.49535], [-0.15060, 2.20183, -1.35361], [-0.80129, -1.54462, -2.93641], [1.59050, -2.41279, -6.37881], [0.20884, 0.82480, 6.14865], [-0.57766, -0.57678, -6.59136], [-1.05146, -3.41947, -6.23395], [-1.97951, -0.66507, -3.08445], [1.21498, 1.75722, -1.83796], [-1.14789, 0.65805, 4.12639], [-1.84044, 0.87207, -2.76467], [1.27488, 3.06205, -5.30848], [1.00567, 1.74351, 4.01930], [-1.31582, 2.46956, -5.55120], [-0.97254, 0.40269, 5.49663], [0.35898, 0.63156, -6.49949], [-0.41202, 1.63678, 1.88883], [1.18494, 1.50046, 5.39686], [0.22322, -2.12809, -3.96884], [0.68412, -1.07449, -0.69804], [-0.18382, 1.34308, 3.37983], [1.55408, -1.22746, -3.97700], [-2.16211, 1.78620, -5.71882], [0.89327, -2.16745, -0.73342], [-0.64328, -0.90770, -7.64648], [-2.72702, -1.05591, -2.38176], [-1.61828, -0.35778, -6.27702], [-0.25594, -0.97813, -0.10837], [1.31168, 3.70778, -4.42845], [-2.09236, -3.08906, -6.24620], [0.35816, 0.61769, 7.19316], [0.12054, 1.31591, -7.32443], [1.42640, -2.74489, -7.39948], [-2.86648, 1.30310, -2.85320], [2.29737, 2.76589, -5.56160], [-1.00559, -2.35569, -2.22809], [2.45711, -1.84723, -3.73386], [-1.67181, 0.86015, -0.61843], [-2.06729, 0.29803, 3.63807], [0.83948, 3.62243, -6.14963], [-0.18773, 3.17044, -0.83760], [1.40221, 0.32780, -6.60587], [1.89426, 1.37088, -1.01275], [-1.05079, 2.93749, -6.51434], [-1.65325, 3.25277, -4.85839], [-2.46228, -0.82249, -4.05918], [-0.66886, -3.71303, -7.21655], [2.04690, -3.19627, -5.77594], [-1.27463, 1.37955, -3.57855], [1.78180, 2.24233, 3.45489], [2.26639, -1.56154, -6.35155], [1.77678, -0.67236, -4.92758], [1.70918, 2.44766, -2.53562], [0.56453, -3.14491, -3.65668], [1.45999, -0.61230, -0.03552], [-0.92861, -4.23021, -5.51776]],
  "atomic_forces_ev_per_a": [[-0.2, 0.0, 1.4], [0.3, -0.7, -1.5], [-0.2, 1.0, -3.0], [-0.8, 0.3, -3.0], [1.5, 1.2, -0.7], [-1.3, -0.8, 0.6], [0.5, 0.5, -1.0], [2.0, 0.9, 0.7], [-0.1, 0.7, -2.6], [2.4, 0.5, 2.6], [-2.3, -1.8, 2.1], [0.3, -0.1, 0.7], [0.8, -0.2, 0.5], [1.4, -0.3, 0.9], [0.1, -0.4, -0.4], [-0.3, 0.1, -0.9], [-0.5, 0.1, 0.4], [-0.2, 0.1, 0.0], [-2.1, 0.5, -0.6], [-1.3, 0.6, -1.4], [-1.0, -0.4, -0.1], [0.2, -0.5, -2.4], [0.5, -0.3, 0.1], [-0.4, -0.1, 0.5], [-0.4, -0.1, 0.6], [2.1, 1.3, -1.2], [0.3, 0.1, 0.3], [-3.0, -2.6, 1.9], [-1.6, -0.6, -1.1], [-0.2, 1.2, 0.7], [0.7, -0.6, 2.0], [1.6, 0.5, 1.3], [3.0, -0.4, -0.8], [0.3, 0.2, 0.2], [0.1, 0.6, 0.0], [0.0, -0.1, 0.4], [0.1, 0.2, -0.1], [0.5, 0.0, -0.2], [0.3, 0.0, -0.7], [0.0, 0.1, -0.1], [0.0, -0.3, -0.2], [0.0, 0.0, 0.2], [0.2, -0.2, 0.2], [0.3, -0.2, -0.2], [0.5, -0.2, 0.5], [-0.1, 0.1, 0.1], [0.3, 0.5, 0.0], [-0.8, 0.5, -0.2], [-0.8, 1.1, 0.5], [0.5, 0.3, 0.3], [0.2, -0.3, 0.4], [-0.3, -0.8, 1.0], [0.0, 0.0, -0.3], [-0.6, 0.8, -0.4], [-0.1, -0.2, 0.5], [0.1, -0.2, -0.2], [-0.1, 0.5, 0.0], [-0.5, -0.1, 0.1], [0.0, -0.2, -0.2], [-1.3, -0.6, 1.1], [0.1, 0.1, 0.2], [-0.1, -0.3, -0.4], [-0.3, -0.6, 1.4], [0.4, -0.2, 0.5], [-0.6, 0.7, -0.4], [-0.2, -0.5, -0.4], [-0.1, -0.2, -0.1]]
}



Entry 2:
{
  "formula": "C4H5N3S",
  "method": "ωB97M-V/def2-TZVPD",
  "lumo_ha": -0.0127,
  "smiles": "[H]/N=C1C=C/C(=N/S)N/1",
  "relative_energy_kcal_mol": 30.86,
  "total_energy_ev": -19533.5426,
  "homo_ev": -8.34,
  "fmax_ev_per_a": 2.930,
  "multiplicity": 1,
  "species": ["S", "N", "N", "N", "C", "C", "C", "C", "H", "H", "H", "H", "H"],
  "xyz": [[2.97985, -0.67346, -0.02627], [-2.30488, -1.43873, -0.00755], [1.97060, 0.70741, 0.00798], [0.03822, -0.76042, -0.01088], [-0.31579, 1.49823, -0.01590], [-1.54817, 0.92750, -0.02344], [0.68390, 0.44175, -0.02088], [-1.36326, -0.54162, -0.01383], [-2.55750, 1.30825, 0.03816], [4.02548, 0.10784, 0.09183], [0.48106, -1.66467, 0.06036], [-2.04528, -2.43483, -0.03259], [-0.04424, 2.52276, -0.04699]],
  "atomic_forces_ev_per_a": [[-0.5, 0.2, 0.0], [1.0, 1.6, -0.1], [-2.3, -0.8, -0.2], [-0.8, -0.1, -0.1], [-1.8, -0.8, -0.2], [1.0, -0.2, 0.3], [2.8, 0.8, 0.3], [-0.8, -2.5, 0.0], [0.2, 0.3, -0.2], [0.9, 0.0, 0.1], [-0.1, 0.2, 0.0], [0.4, 0.8, 0.1], [0.1, 0.6, 0.1]]
}



Entry 3:
{
  "formula": "C17H18N2O5S",
  "method": "ωB97M-V/def2-TZVPD",
  "lumo_ha": 0.0150,
  "smiles": "COc1cccc(NS(=O)(=O)c2ccc3c(c2)N(C(C)=O)CCO3)c1",
  "relative_energy_kcal_mol": 37.28,
  "total_energy_ev": -41973.6960,
  "homo_ev": -8.61,
  "fmax_ev_per_a": 0.902,
  "multiplicity": 1,
  "species": ["S", "O", "O", "O", "O", "O", "N", "N", "C", "C", "C", "C", "C", "C", "C", "C", "C", "C", "C", "C", "C", "C", "C", "C", "C", "H", "H", "H", "H", "H", "H", "H", "H", "H", "H", "H", "H", "H", "H", "H", "H", "H", "H"],
  "xyz": [[1.06738, -3.12651, 0.31890], [-4.34765, 0.62240, 2.06586], [1.83412, -3.83177, -0.65816], [-2.50075, 0.78320, -2.27155], [2.91286, 2.59421, 1.40715], [0.37776, -3.86977, 1.33105], [2.05656, -2.06517, 1.16987], [-2.77922, 0.30231, 0.49728], [2.96714, 1.47235, 0.63716], [2.51423, -0.89831, 0.56088], [-0.06817, -2.01417, -0.49728], [0.01861, -1.77528, -1.85464], [-1.74669, -0.14752, -1.63935], [2.98299, -0.94633, -0.75040], [3.42390, 1.42439, -0.67484], [3.39494, 3.80275, 0.86991], [-1.85767, -0.42977, -0.26250], [2.50409, 0.30670, 1.24574], [3.42690, 0.21370, -1.35037], [-3.59494, -0.14865, 1.51036], [-3.04510, 1.61586, -0.06242], [-0.97543, -1.34705, 0.29747], [-0.81523, -0.83108, -2.41890], [-3.54315, -1.61221, 1.85924], [-3.50600, 1.41771, -1.50206], [-0.98323, -1.55047, 1.35416], [-4.41779, 0.80639, -1.51415], [-4.52182, -1.88946, 2.24545], [-3.82035, 2.09157, 0.53930], [-0.77111, -0.59899, -3.47055], [1.75346, -1.96185, 2.12602], [-3.70678, 2.36968, -1.99762], [-3.28979, -2.23365, 1.00565], [3.79135, 0.18117, -2.36600], [-2.13120, 2.21725, -0.03788], [3.78178, 2.30979, -1.17450], [4.45293, 3.72851, 0.60018], [3.27608, 4.54316, 1.65937], [2.81677, 4.11303, -0.00644], [3.00506, -1.89167, -1.26473], [0.73185, -2.32619, -2.44384], [2.15086, 0.36382, 2.26394], [-2.81959, -1.78411, 2.65323]],
  "atomic_forces_ev_per_a": [[-0.2, 0.3, 0.3], [-0.2, 0.0, 0.2], [0.0, 0.3, -0.2], [0.3, -0.2, -0.1], [-0.1, -0.4, 0.1], [-0.1, 0.2, 0.2], [-0.4, -0.8, 0.0], [0.0, 0.4, -0.1], [0.0, -0.1, 0.0], [0.4, 0.7, -0.5], [0.4, -0.6, 0.2], [0.0, 0.0, -0.1], [0.1, -0.2, 0.1], [0.1, 0.0, 0.0], [0.1, 0.3, 0.1], [0.1, 0.2, -0.1], [0.3, -0.3, -0.2], [0.0, 0.0, 0.0], [-0.1, -0.1, 0.1], [0.0, -0.2, 0.0], [-0.2, 0.2, -0.2], [-0.1, 0.2, -0.1], [-0.1, 0.1, 0.1], [-0.2, 0.0, 0.1], [-0.3, 0.3, 0.4], [-0.1, 0.1, 0.2], [0.1, 0.1, 0.0], [0.0, 0.1, 0.0], [0.1, 0.0, -0.1], [0.0, 0.0, -0.1], [-0.1, -0.1, 0.1], [0.0, -0.1, 0.1], [0.0, -0.1, 0.0], [0.0, 0.0, -0.1], [-0.1, 0.0, 0.0], [0.0, 0.1, 0.0], [0.0, 0.0, 0.0], [0.0, 0.0, -0.1], [0.0, 0.0, 0.0], [0.1, -0.1, -0.1], [0.1, 0.0, -0.1], [-0.1, 0.0, 0.1], [0.1, 0.0, 0.0]]
}



Entry 4:
{
  "formula": "C58H57N4O8P3RuS4",
  "method": "ωB97M-V/def2-TZVPD",
  "lumo_ha": [-0.0788, -0.1298],
  "relative_energy_kcal_mol": 9.85,
  "total_energy_ev": -157190.5617,
  "homo_ev": [-9.18, -10.60],
  "fmax_ev_per_a": 1.664,
  "charge": 1,
  "multiplicity": 6,
  "species": ["Ru", "S", "S", "S", "S", "P", "P", "P", "O", "O", "O", "O", "O", "O", "O", "O", "N", "N", "N", "N", "C", "C", "C", "C", "C", "C", "C", "C", "C", "C", "C", "C", "C", "C", "C", "C", "C", "C", "C", "C", "C", "C", "C", "C", "C", "C", "C", "C", "C", "C", "C", "C", "C", "C", "C", "C", "C", "C", "C", "C", "C", "C", "C", "C", "C", "C", "C", "C", "C", "C", "C", "C", "C", "C", "C", "C", "C", "C", "H", "H", "H", "H", "H", "H", "H", "H", "H", "H", "H", "H", "H", "H", "H", "H", "H", "H", "H", "H", "H", "H", "H", "H", "H", "H", "H", "H", "H", "H", "H", "H", "H", "H", "H", "H", "H", "H", "H", "H", "H", "H", "H", "H", "H", "H", "H", "H", "H", "H", "H", "H", "H", "H", "H", "H", "H"],
  "xyz": [[0.25179, 0.39501, -0.11569], [-0.67070, -2.75280, 0.10670], [3.01767, -1.40991, -1.20001], [-3.44272, -0.63809, 1.69031], [1.76091, -3.99076, -0.84557], [1.62837, 0.99567, 2.90694], [-0.62820, 1.05237, -2.62139], [2.28258, 3.07568, 0.77315], [3.33320, 2.88892, 3.29217], [1.03860, -0.17394, 2.21057], [2.34788, 0.49268, 4.23667], [-2.15005, 0.00734, 2.01520], [3.30254, 3.73387, -0.05080], [0.48844, 1.98663, 3.41364], [1.30596, 2.13253, 0.07738], [1.39950, 4.15446, 1.60545], [0.68228, -3.63199, 0.24145], [1.88655, -0.63762, -0.56238], [-0.73621, -1.29514, -0.17878], [2.37208, -2.93596, -1.75708], [3.58050, -6.26044, 1.98032], [0.19609, -7.40626, -2.28110], [3.13236, -1.00076, -3.12483], [2.93510, 2.08380, 2.18911], [4.42003, -0.65466, -3.48278], [2.97816, 2.82739, -3.36101], [-2.59267, -3.88704, 1.77757], [-3.01096, 3.89787, -0.79229], [-2.49294, -3.27680, -3.42804], [-1.61142, -3.53164, -1.21793], [0.48570, -5.92935, -4.16140], [3.73153, -0.60625, -5.78097], [-2.31588, -3.95440, 4.16400], [-2.67574, -5.38513, -2.27665], [2.43419, -0.92606, -5.39866], [-2.68606, 3.61400, 0.52975], [-3.06507, -4.24000, 3.03164], [-3.09314, 0.68247, -3.87496], [-1.81486, 2.58192, 0.83936], [5.79814, -2.55900, 2.44540], [-1.20303, 0.80152, -5.36112], [4.85046, -6.40841, -0.06274], [-3.41019, 0.42726, -6.24286], [3.58895, -1.95235, 1.70099], [-1.72553, 0.87815, -4.07087], [0.09154, -7.15457, -3.64392], [6.20870, -2.70909, 1.12587], [-2.91336, -4.59934, -3.39684], [-1.83941, -2.73799, -2.33206], [1.07668, -5.20736, -1.96868], [-2.04630, 0.59246, -6.44149], [2.88973, -5.05570, 0.04624], [4.09662, 1.25622, 1.67038], [2.64630, 3.90923, -4.15842], [-2.45304, 3.14853, -1.81336], [-2.00985, -4.85860, -1.18128], [2.67768, -5.40409, 1.36815], [0.32295, 3.30235, -4.03216], [-1.09725, -3.29701, 4.05086], [3.95811, -5.55409, -0.68390], [-1.36046, -3.26310, 1.68115], [-4.71222, 0.29007, 2.61775], [4.72251, -0.45041, -4.82357], [4.66395, -6.75540, 1.26946], [-0.61008, -2.94681, 2.80304], [0.65273, 2.20695, -3.23292], [1.31819, 4.15317, -4.48142], [0.68863, -6.42878, -1.43517], [0.98589, -4.94433, -3.32298], [-3.93175, 0.46791, -4.95733], [1.98141, 1.98570, -2.89313], [4.49610, -2.17496, 2.73090], [4.01073, -2.12130, 0.39951], [-1.58635, 2.10902, -1.49148], [-1.26212, 1.78922, -0.16527], [-3.99348, -0.04621, 0.05255], [5.31390, -2.46846, 0.09368], [2.12423, -1.12441, -4.06021], [-3.18613, -4.08168, 0.89519], [-0.52975, -3.05053, 4.93785], [5.36874, -7.41672, 1.75544], [1.82237, -4.99869, 1.89174], [-4.92512, -0.56107, -0.18312], [-0.09716, -8.36634, -1.87840], [-4.60840, 0.02290, 3.66711], [-3.01110, -6.41316, -2.25503], [-5.69415, -0.00503, 2.24998], [3.74382, 0.63769, 0.84417], [2.23271, 1.16453, -2.24342], [6.50577, -2.71601, 3.24902], [4.07915, -5.26334, -1.72074], [3.43939, -6.53589, 3.01659], [3.42248, 4.56983, -4.52162], [2.88456, 1.20683, 4.62194], [-0.28156, -7.92657, -4.30364], [1.32130, -3.98733, -3.70194], [-4.54512, 1.35641, 2.47864], [1.11081, -1.36085, -3.75278], [0.41755, -5.74525, -5.22485], [3.97333, -0.48161, -6.82809], [4.18375, -2.01958, 3.75643], [5.17879, -0.52863, -2.71727], [1.48000, 5.02236, 1.18299], [-4.06734, 0.27116, -7.08798], [-1.80513, -5.46844, -0.31121], [-4.13237, 1.03388, 0.05428], [-2.70587, 3.36118, -2.84490], [2.74715, 3.66090, 3.32254], [1.05720, 5.01373, -5.08399], [1.66000, -1.02055, -6.15013], [-3.11962, 4.20470, 1.32728], [-2.69179, -4.23368, 5.13916], [-3.21216, -0.32527, -0.64985], [-3.43186, -5.02047, -4.24797], [-1.64168, 0.56472, -7.44499], [-1.49643, -1.71043, -2.31312], [4.86749, 1.93028, 1.29814], [-1.59665, 2.39333, 1.87754], [-0.70861, 3.49446, -4.30102], [5.72797, -0.17770, -5.11616], [7.23134, -2.98365, 0.90095], [-2.67515, -2.66052, -4.29877], [4.51239, 0.61556, 2.44827], [-4.02394, -4.73154, 3.12350], [4.01053, 2.64301, -3.09626], [-4.99416, 0.33742, -4.79626], [-0.36293, 1.66454, 3.07462], [0.31855, -2.40310, 2.68856], [5.62633, -2.54976, -0.94306], [-0.13916, 0.93251, -5.51989], [5.69744, -6.79609, -0.61178], [-3.49944, 0.72003, -2.87132], [-3.69488, 4.70476, -1.02158], [2.57827, -1.63161, 1.90997], [0.78500, -6.60716, -0.37108]],
  "atomic_forces_ev_per_a": [[1.0, -0.5, 0.0], [-0.2, 0.3, -0.7], [-0.7, -1.3, -0.7], [-0.9, 0.6, -0.2], [-0.5, -0.1, -0.2], [0.1, 0.0, 1.0], [0.1, 1.1, -0.2], [-0.2, 0.2, 0.2], [0.1, 0.1, 0.1], [0.1, 0.3, -0.4], [0.1, 0.1, 0.0], [0.3, 0.0, 0.5], [0.1, -0.1, 0.0], [0.0, -0.1, -0.3], [-0.2, -0.7, 0.0], [0.1, 0.0, -0.2], [0.3, 0.1, 0.2], [0.1, 0.9, 0.2], [0.0, -0.6, 0.5], [0.4, -0.2, 0.2], [0.0, 0.0, 0.0], [0.0, 0.0, 0.0], [0.4, 0.3, 0.2], [-0.6, -0.1, -0.4], [-0.1, 0.1, 0.1], [0.0, 0.0, 0.0], [0.0, 0.0, -0.2], [-0.1, 0.0, -0.2], [0.0, -0.1, 0.0], [0.1, 0.1, 0.2], [-0.1, -0.1, 0.0], [0.1, 0.0, 0.0], [-0.1, 0.0, -0.1], [0.0, 0.0, 0.0], [-0.1, 0.0, 0.1], [0.1, -0.1, 0.1], [0.0, 0.0, 0.1], [0.1, 0.0, 0.0], [0.0, 0.0, 0.1], [0.0, 0.0, 0.0], [0.0, 0.0, 0.0], [0.0, 0.0, 0.0], [0.0, 0.0, 0.0], [-0.2, -0.1, 0.0], [0.0, -0.5, 0.1], [0.1, 0.0, 0.0], [0.0, 0.0, 0.0], [0.0, 0.1, 0.0], [0.0, 0.1, 0.1], [0.1, 0.1, -0.1], [0.0, 0.0, 0.0], [-0.1, 0.2, 0.2], [0.1, 0.1, 0.1], [0.1, 0.0, 0.0], [-0.1, 0.0, 0.0], [0.0, 0.0, 0.0], [-0.1, 0.2, 0.0], [0.1, 0.0, 0.0], [0.0, 0.0, 0.0], [0.0, 0.2, -0.1], [0.0, 0.0, -0.2], [0.3, -0.4, -0.2], [0.0, 0.0, -0.1], [0.0, 0.0, 0.0], [0.1, 0.1, 0.0], [-0.1, -0.2, -0.2], [-0.1, 0.1, -0.1], [0.1, 0.0, 0.1], [0.1, 0.2, 0.0], [0.0, 0.0, 0.0], [-0.1, 0.1, -0.1], [0.0, -0.1, 0.0], [0.2, 0.3, 0.0], [0.2, -0.4, 0.2], [-0.4, 0.3, -0.5], [0.2, -0.1, 0.3], [0.0, -0.1, -0.1], [-0.2, -0.1, 0.0], [0.0, 0.0, 0.1], [0.0, 0.0, 0.0], [0.0, 0.0, 0.0], [0.0, 0.0, 0.1], [0.0, 0.0, 0.0], [0.0, 0.0, 0.0], [0.0, 0.0, 0.0], [0.0, 0.0, 0.0], [0.0, 0.0, 0.0], [0.1, 0.0, 0.0], [0.0, 0.0, 0.0], [0.0, 0.0, 0.0], [0.1, 0.0, 0.0], [0.0, 0.0, 0.0], [0.0, 0.0, 0.0], [0.0, -0.1, 0.0], [0.0, 0.0, 0.0], [0.0, 0.0, 0.0], [0.1, 0.0, -0.1], [0.0, -0.1, 0.0], [0.0, 0.0, 0.0], [0.0, 0.1, 0.0], [0.0, 0.0, 0.0], [0.0, 0.0, 0.0], [0.0, -0.1, 0.1], [0.0, 0.0, 0.0], [0.0, 0.0, 0.0], [0.1, 0.0, 0.0], [0.0, 0.0, 0.0], [0.0, 0.0, 0.0], [0.0, 0.0, 0.0], [0.0, 0.0, 0.0], [0.0, 0.0, 0.0], [0.0, 0.0, 0.0], [0.0, -0.1, -0.1], [0.0, 0.0, 0.0], [0.0, 0.0, 0.0], [-0.1, 0.0, -0.1], [0.0, 0.0, 0.0], [0.0, 0.0, 0.0], [0.0, 0.0, 0.0], [0.0, 0.0, 0.0], [0.0, 0.0, 0.0], [0.0, 0.0, 0.0], [0.0, 0.0, 0.0], [0.0, 0.0, 0.0], [0.0, 0.0, 0.1], [0.0, 0.0, 0.0], [0.0, 0.0, 0.2], [0.0, 0.0, 0.1], [0.1, 0.0, 0.0], [0.0, 0.0, 0.0], [0.0, 0.0, 0.0], [0.0, 0.0, 0.0], [0.0, 0.0, 0.0], [0.0, 0.0, 0.0], [0.0, -0.1, 0.0]]
}



The highest multiplicity belongs to which entry? C58H57N4O8P3RuS4



Look up the multiplicity of the second one. 1



Which of these has the highest multiplicity? C58H57N4O8P3RuS4